Computed, not measured: a cluster of 2 separate species, C5H13N3O in total at a distorted geometry, with ωB97M-V/def2-TZVPD.

Summary:
* gap between HOMO and LUMO: 9.569 eV
* charge: +2
* relative energy (zero: lowest compared OMol25 entry of this formula, charge and spin): 4.011 eV
* F_max: 4.55 eV/Å

The geometry in XYZ format:
```
22
Properties=species:S:1:pos:R:3:forces:R:3
C 2.51063 0.26734 1.20368 -0.178 -2.855 -0.436
C 1.00562 0.16049 1.53612 1.927 0.365 1.453
C 2.70535 0.54348 -0.27100 -2.525 3.571 -1.244
C 0.72298 -0.74773 -0.58629 -1.728 -0.545 -3.735
C -3.01604 -0.20093 -0.14750 -1.876 0.419 1.357
N 0.28369 -0.53973 0.52775 -0.258 1.292 1.217
N 2.10833 -0.50153 -1.19968 0.071 -1.420 3.916
N -4.45284 0.20150 -0.49070 -1.545 -1.761 -3.454
O -2.42207 0.48092 0.57369 1.002 0.037 0.035
H 2.97914 1.00420 1.86209 0.301 -0.274 -0.422
H 2.96340 -0.79292 1.31616 -0.332 1.668 0.523
H 0.90102 -0.43071 2.46513 -0.172 0.736 -0.230
H 0.68444 1.22958 1.67980 -0.608 -1.278 -0.188
H 2.13440 1.50981 -0.61355 0.731 -1.593 0.825
H 3.66726 0.80180 -0.54682 2.231 -0.213 -0.518
H -0.05330 -0.98991 -1.32993 1.017 -0.635 -0.264
H -2.99962 -1.12337 -0.67410 1.826 -1.246 -0.188
H 2.16138 -0.38109 -2.19082 -0.312 0.804 -0.849
H 2.56668 -1.41262 -1.03266 0.251 0.269 -0.112
H -5.31356 0.11983 0.04371 0.041 -1.006 1.175
H -4.62239 -0.35838 -1.42219 -0.273 1.540 1.904
H -4.51449 1.15995 -0.70289 0.407 2.124 -0.764
```
Forces are in eV/Å.

***

Computed, not measured: a cluster of 2 separate species, C4H8N3 in total at a distorted geometry, with ωB97M-V/def2-TZVPD.

Summary:
* gap between HOMO and LUMO (alpha / beta): 8.961 / 8.227 eV
* charge: +1
* relative energy (zero: lowest compared OMol25 entry of this formula, charge and spin): 5.900 eV
* F_max: 2.18 eV/Å

The geometry in XYZ format:
```
15
Properties=species:S:1:pos:R:3:forces:R:3
C -0.22352 0.25001 -2.48652 0.207 0.133 0.480
C -0.77577 -0.88862 -0.80397 0.198 0.344 0.011
C -0.29376 -0.13725 2.10908 -0.230 -0.085 -0.006
C 0.45859 0.37490 0.94234 1.904 -0.717 0.788
N -0.91789 -0.79821 -2.11241 -0.371 -0.451 -0.348
N 0.35638 0.82866 -1.42046 -0.057 -0.038 -0.494
N 0.01083 0.10231 -0.33099 -0.625 -0.202 -0.774
H -0.13177 0.59538 -3.49826 0.145 0.244 -0.121
H -1.21238 -1.66086 -0.20238 -0.001 -0.027 0.313
H -1.24560 0.39603 2.19849 -0.060 0.038 0.003
H 0.27282 0.04800 3.01714 0.045 -0.044 -0.025
H -0.51352 -1.19969 2.04130 0.044 -0.070 0.040
H 2.26219 -0.86013 0.88084 -1.183 0.917 0.112
H 1.00242 1.30235 1.04518 -0.009 0.047 -0.175
H 0.95098 1.64712 -1.37938 -0.008 -0.089 0.197
```
Forces are in eV/Å.

***

Computed, not measured: a cluster of 2 separate species, C3H7O2S in total at a distorted geometry, with ωB97M-V/def2-TZVPD.

Summary:
* gap between HOMO and LUMO: 6.737 eV
* charge: -1
* relative energy (zero: lowest compared OMol25 entry of this formula, charge and spin): 1.474 eV
* F_max: 2.13 eV/Å

The geometry in XYZ format:
```
13
Properties=species:S:1:pos:R:3:forces:R:3
O -1.78839 -1.70050 1.98627 -0.145 0.089 -0.787
C -1.59692 -0.50303 1.89889 1.195 -0.394 1.720
C -1.00296 0.23761 0.75847 -0.677 0.416 -1.809
C 0.55538 0.30642 0.45392 -0.778 -1.438 0.898
S 1.09545 1.66790 -0.54185 0.022 0.660 -0.184
H -1.76212 0.02817 2.86896 -0.116 0.523 -0.432
H -1.33428 1.28016 0.70660 -0.136 -0.108 0.445
H -1.45201 -0.25342 -0.11680 0.084 0.184 -0.078
H 0.75556 -0.58568 -0.14019 0.105 -0.357 0.457
H 1.02906 0.17826 1.43826 0.383 0.249 -0.258
H 2.11506 -0.46136 -2.44096 0.438 0.339 -0.286
H 1.25161 0.08773 -3.47166 -0.151 0.404 -0.249
O 2.13456 -0.28226 -3.39992 -0.224 -0.563 0.563
```
Forces are in eV/Å.

***

Computed, not measured: a cluster of 2 separate species, C4H15N4OS2 in total, with ωB97M-V/def2-TZVPD.

Summary:
* gap between HOMO and LUMO: 8.320 eV
* charge: +1
* relative energy (zero: lowest compared OMol25 entry of this formula, charge and spin): 0.000 eV
* F_max: 0.80 eV/Å

The geometry in XYZ format:
```
26
Properties=species:S:1:pos:R:3:forces:R:3
C 0.74601 -1.41791 1.38586 -0.089 -0.108 0.069
N 1.53644 -0.31519 0.79582 0.373 -0.226 0.088
C 2.01342 -0.52339 -0.47996 -0.039 0.116 -0.263
N 2.70457 -1.61851 -0.94778 -0.437 -0.250 0.616
S 3.72345 -2.49299 0.12824 -0.008 -0.054 -0.225
N 1.80538 0.43440 -1.33823 -0.022 0.032 0.165
N 2.21137 0.40984 -2.67031 0.008 -0.076 0.024
H 0.84616 -1.38238 2.46758 0.027 0.073 -0.028
H -0.30398 -1.28375 1.13200 0.017 0.017 -0.031
H 1.09024 -2.39823 1.05541 -0.024 0.026 -0.001
H 2.24813 0.03816 1.42399 -0.073 0.181 -0.058
H 2.25749 -2.16160 -1.67779 0.288 0.242 -0.355
H 2.87796 -3.49700 0.41235 -0.013 0.011 0.142
H 1.22479 1.20558 -1.03442 -0.101 -0.053 -0.044
H 2.36739 1.36255 -2.97964 0.041 0.002 0.006
H 3.07883 -0.12028 -2.72200 0.009 0.046 -0.059
C -3.99489 1.44544 1.46813 -0.019 0.013 -0.004
S -3.26751 0.41730 0.19368 -0.092 -0.072 0.032
O -2.33060 -0.51161 0.89193 0.149 0.068 -0.094
C -2.24916 1.70011 -0.55053 -0.007 0.006 0.004
H -4.62959 0.79985 2.07120 0.004 0.004 0.004
H -3.20128 1.87104 2.08117 -0.001 -0.002 0.004
H -4.59845 2.22519 1.00444 -0.004 -0.002 0.009
H -1.58148 2.10612 0.21022 0.006 -0.004 -0.002
H -2.88637 2.48030 -0.96559 0.007 0.002 0.001
H -1.68832 1.22694 -1.35577 0.000 0.008 0.000
```
Forces are in eV/Å.